Entry 1:
DFT (ωB97M-V/def2-TZVPD) results for a molecular structure, C4H7NO2 in a non-equilibrium geometry.

```
14
Properties=species:S:1:pos:R:3
N 0.2456 1.2832 2.0956
C 0.2401 0.3836 1.0896
O 0.0625 -0.8073 1.3287
C 0.4856 0.6683 -0.3741
C 0.3585 -0.7433 -0.8998
C -0.9605 -1.2582 -1.3414
O -0.6127 -0.4409 -2.3857
H 0.0924 0.8896 3.0142
H 0.4071 2.2693 1.9977
H 1.4597 1.1590 -0.5559
H -0.2745 1.2121 -0.9302
H 1.2999 -1.3168 -0.6931
H -1.8108 -0.9825 -0.7079
H -0.9927 -2.3160 -1.6377
```

The value obtained for the electronic energy is -9844.0074 eV. The value obtained for the HOMO-LUMO gap (spin up / spin down) is 0.3739 / 0.3739 hartree. As for the LUMO energy (spin up / spin down): 0.71 / 0.71 eV. The calculation puts the energy above the lowest of the compared OMol25 structures with the same formula, charge and spin at 315.7 kJ/mol. For the highest occupied orbital energy (spin up / spin down), the calculation gives -9.462 / -9.461 eV.

Results of the Löwdin charge analysis, in e, for atoms 1 through 8: number 1, N, carries 0.1725; number 2, C, carries -0.5186; number 3, O, carries 0.0339; number 4, C, carries -0.0810; number 5, C, carries -0.0688; number 6, C, carries -0.3012; number 7, O, carries -0.1071; number 8, H, carries 0.1155



Entry 2:
DFT (ωB97M-V/def2-TZVPD) results for a single C4H7NO2 molecule in a non-equilibrium geometry.

```
14
Properties=species:S:1:pos:R:3
C -0.3840 -0.2445 -1.5409
C 0.0657 -0.4410 -0.1180
C 0.1576 0.8213 0.6937
N 1.2397 1.6205 0.6723
O -0.8655 1.0686 1.3180
C -0.6636 -1.3458 0.7231
O 0.8023 -1.5908 0.1139
H -0.6917 -1.2010 -1.9782
H -1.2288 0.4468 -1.5353
H 0.4262 0.1665 -2.1493
H 1.2210 2.4143 1.2930
H 2.1167 1.2987 0.2973
H -0.5335 -1.3106 1.7950
H -1.6621 -1.7028 0.4152
```

The value obtained for the electronic energy is -9844.8448 eV. The value obtained for the HOMO-LUMO gap is 0.3860 hartree. As for the LUMO energy: 0.86 eV. The calculation puts the energy above the lowest of the compared OMol25 structures with the same formula, charge and spin at 234.9 kJ/mol. As for the SMILES: C[C@@]1(C(N)=O)CO1. For the highest occupied orbital energy, the calculation gives -9.645 eV.

Results of the Löwdin charge analysis, in e, for atoms 1 through 8: number 1, C, carries 0.0082; number 2, C, carries -0.5759; number 3, C, carries -0.4899; number 4, N, carries 0.1975; number 5, O, carries 0.0572; number 6, C, carries 0.0357; number 7, O, carries 0.0099; number 8, H, carries 0.0956



Entry 3:
DFT (ωB97M-V/def2-TZVPD) results for a molecular structure, C4H7NO2 in a non-equilibrium geometry.

```
14
Properties=species:S:1:pos:R:3
C -2.1681 -0.4425 -0.3134
C 1.9702 0.4251 -0.4366
C -0.2684 1.0414 0.5540
C 0.7589 -0.1072 0.2691
O -0.8802 0.0585 -0.6412
N 0.6377 -1.1513 0.9809
O -0.8473 1.8867 1.0961
H 1.4842 -1.7123 1.0215
H -2.5239 -1.0711 -1.1297
H -2.1267 -0.9970 0.6298
H -2.8582 0.4035 -0.2177
H 2.5395 -0.4050 -0.8542
H 1.6931 1.1055 -1.2396
H 2.5893 0.9658 0.2810
```

The value obtained for the electronic energy is -9843.3595 eV. The value obtained for the HOMO-LUMO gap is 0.3677 hartree. As for the LUMO energy: 0.87 eV. The calculation puts the energy above the lowest of the compared OMol25 structures with the same formula, charge and spin at 378.2 kJ/mol. For the highest occupied orbital energy, the calculation gives -9.133 eV.

Results of the Löwdin charge analysis, in e, for atoms 1 through 8: number 1, C, carries -0.1103; number 2, C, carries -0.0162; number 3, C, carries -0.1699; number 4, C, carries -0.4464; number 5, O, carries -0.1895; number 6, N, carries 0.1331; number 7, O, carries 0.2159; number 8, H, carries 0.0600



Entry 4:
DFT (ωB97M-V/def2-TZVPD) results for a single C4H7NO2 molecule.

```
14
Properties=species:S:1:pos:R:3
C -0.9212 -1.1019 0.5844
C -0.3887 0.0752 -0.2345
C -1.1782 1.3457 0.0544
O -2.2963 1.3427 0.5045
C 1.0754 0.3322 0.0915
N 1.9826 -0.1557 -0.7978
O 1.3956 0.9320 1.1036
H -0.7492 -0.9147 1.6481
H -1.9964 -1.2119 0.4256
H -0.4177 -2.0332 0.3060
H -0.5120 -0.1267 -1.3099
H -0.6686 2.2949 -0.2055
H 1.7125 -0.6957 -1.6031
H 2.9621 -0.0828 -0.5672
```

The value obtained for the electronic energy is -9846.8154 eV. The value obtained for the HOMO-LUMO gap is 0.3910 hartree. As for the LUMO energy: 0.65 eV. The calculation puts the energy above the lowest of the compared OMol25 structures with the same formula, charge and spin at 44.8 kJ/mol. As for the SMILES: C[C@@H](C=O)C(N)=O. For the highest occupied orbital energy, the calculation gives -9.990 eV.

Results of the Löwdin charge analysis, in e, for atoms 1 through 8: number 1, C, carries -0.0459; number 2, C, carries -0.2654; number 3, C, carries -0.2176; number 4, O, carries 0.0702; number 5, C, carries -0.5356; number 6, N, carries 0.1710; number 7, O, carries 0.0650; number 8, H, carries 0.0961